[1]
ORCA calculation (wB97M-V/def2-TZVPD) on a molecular structure, C3H12AlN6O7P.

Element x y z (Å)
Al: 0.07 -0.56 -0.94
P: -1.25 -0.27 -3.76
O: -2.19 -0.67 -2.57
O: -1.98 -0.28 -5.10
O: -0.10 -1.31 -3.68
O: -0.51 1.00 -3.40
C: -3.07 1.47 0.96
O: -2.27 0.91 0.21
N: -3.73 0.92 1.96
N: -3.33 2.75 0.78
H: -4.52 1.34 2.41
H: -3.58 -0.08 2.00
H: -2.90 3.13 -0.05
H: -3.97 3.27 1.35
C: 0.22 1.19 2.72
O: 0.42 0.78 1.56
N: 0.87 0.60 3.75
N: -0.60 2.16 3.07
H: 1.61 -0.02 3.48
H: 0.67 0.96 4.67
H: -1.10 2.53 2.28
H: -0.67 2.56 3.99
C: 3.61 -2.48 -1.86
O: 2.74 -1.63 -1.63
N: 3.65 -3.10 -3.00
N: 4.67 -2.64 -1.08
H: 4.39 -3.76 -3.17
H: 2.81 -3.16 -3.55
H: 5.27 -3.44 -1.18
H: 4.76 -2.15 -0.21

Values from the calculation:
LUMO, eV: -3.3875
Charge: 0



[2]
ORCA calculation (wB97M-V/def2-TZVPD) on 13 unconnected molecules or ions with the total composition BF4H24O12.

Element x y z (Å)
B: -22.70 12.92 -6.97
F: -23.96 12.50 -7.34
F: -22.25 12.07 -5.91
F: -21.91 13.03 -8.11
F: -22.83 14.15 -6.43
O: -22.09 10.56 -8.85
H: -21.59 11.23 -9.33
H: -22.27 10.96 -8.00
O: -20.17 11.58 -3.22
H: -19.30 11.69 -2.83
H: -20.13 12.07 -4.04
O: -22.09 15.90 -4.21
H: -22.71 15.65 -4.90
H: -22.59 15.82 -3.40
O: -26.68 10.45 -7.60
H: -27.20 9.66 -7.47
H: -25.95 10.36 -7.00
O: -21.85 16.26 -8.09
H: -21.22 15.63 -7.72
H: -22.57 16.27 -7.46
O: -24.75 10.08 -5.78
H: -24.46 9.32 -5.27
H: -24.05 10.72 -5.67
O: -21.64 14.31 -11.36
H: -21.82 14.54 -10.45
H: -22.50 14.22 -11.76
O: -23.99 16.88 -6.46
H: -24.83 16.42 -6.55
H: -24.18 17.60 -5.85
O: -18.75 13.84 -9.30
H: -19.64 13.55 -9.48
H: -18.20 13.25 -9.81
O: -19.88 15.00 -6.63
H: -20.71 14.57 -6.43
H: -19.53 14.51 -7.37
O: -25.79 13.10 -5.28
H: -26.27 12.74 -6.03
H: -24.88 13.12 -5.56
O: -24.91 11.18 -9.76
H: -24.17 11.40 -9.20
H: -25.62 10.98 -9.14

Values from the calculation:
LUMO (alpha / beta), eV: 0.0135 / -7.6372
Charge: 0
Expectation value of S²: 0.757
2S+1: 2



[3]
ORCA calculation (wB97M-V/def2-TZVPD) on a single C3H5NO2 molecule.

Element x y z (Å)
N: 1.34 0.76 0.34
C: 1.31 -0.02 -0.65
O: 0.26 -0.81 -0.92
C: -0.76 -0.84 0.08
C: -1.32 0.52 0.44
O: -1.87 0.72 1.50
H: 2.20 1.30 0.37
H: 2.08 -0.17 -1.41
H: -0.40 -1.33 0.99
H: -1.56 -1.44 -0.36
H: -1.28 1.29 -0.36

Values from the calculation:
LUMO, eV: 0.8285
Charge: 0
SMILES: [H]/N=C/OCC=O



[4]
ORCA calculation (wB97M-V/def2-TZVPD) on a single C12H23P molecule.

Element x y z (Å)
C: -1.83 -0.29 -0.39
C: 1.11 2.17 -1.45
C: -0.34 2.29 -1.52
C: 2.21 -1.12 -1.36
C: 1.47 -2.28 -0.77
C: 0.24 1.63 -0.33
C: 0.69 -1.06 -1.26
C: -2.36 -1.69 -0.76
C: -2.94 0.55 0.24
C: -0.27 0.46 2.57
C: 2.02 -0.17 1.81
C: 0.56 -0.52 1.77
P: -0.21 -0.11 0.03
H: 1.79 1.46 -1.92
H: 1.75 2.95 -0.93
H: -0.78 3.32 -1.47
H: -0.85 1.65 -2.22
H: 2.85 -0.38 -0.91
H: 2.51 -1.28 -2.38
H: 1.42 -3.25 -1.38
H: 1.58 -2.50 0.24
H: 0.37 2.22 0.49
H: 0.07 -1.20 -2.06
H: -1.64 -2.03 -1.56
H: -2.49 -2.52 -0.06
H: -3.34 -1.42 -1.11
H: -3.19 0.26 1.31
H: -3.80 0.76 -0.45
H: -2.61 1.68 0.29
H: -0.26 0.30 3.60
H: -0.07 1.46 2.32
H: -1.21 0.25 2.23
H: 2.10 0.70 1.14
H: 2.76 -0.87 1.47
H: 2.33 0.14 2.79
H: 0.37 -1.60 2.02

Values from the calculation:
LUMO, eV: 0.9341
Charge: 0
SMILES: CC(C)=P(C(C)C)(C1CC1)C1CC1



Relative energy (zero: lowest compared OMol25 entry of this formula, charge and spin) for every record listed, in sequence, given in kJ/mol: 42.4 0.0 153.7 220.9.